1.
Below is a cluster of 2 separate species, H4O2 in total, with properties calculated with the ωB97M-V functional and the def2-TZVPD basis.

Last column: Mulliken charge in e.
Geometry (Å):
O1 -1.10 -0.18 0.01  -0.680
O2 1.72 -0.25 -0.05  -0.653
H1 0.77 -0.14 -0.30  0.376
H2 2.07 0.55 0.42  0.308
H3 -1.91 -0.69 0.19  0.318
H4 -1.55 0.70 -0.28  0.331

Summary:
ΔE to the lowest compared entry with this formula, charge and spin ... 0.289 eV
LUMO energy ... 0.5 eV
Total energy ... -4159.650 eV

=====

2.
Below is a cluster of 6 separate species, C27H63N2O11 in total, with properties calculated with the ωB97M-V functional and the def2-TZVPD basis.

Last column: Mulliken charge in e.
Geometry (Å):
O1 -1.53 -0.32 -2.45  -0.370
O2 10.12 -2.47 -2.29  -0.297
O3 -2.22 1.59 -4.63  -0.369
O4 12.82 -3.44 -3.09  -0.374
O5 5.47 -1.19 -1.53  -0.391
O6 -7.70 -1.38 1.48  -0.378
O7 -1.82 -1.21 2.07  -0.506
O8 3.43 -3.25 -2.22  -0.463
O9 -1.52 3.40 1.55  -0.516
O10 -6.35 -0.89 4.09  -0.444
O11 0.60 -1.05 0.33  0.171
N1 -5.67 3.46 3.15  -0.237
N2 -3.16 3.46 3.34  0.166
C1 -2.68 0.54 -2.47  -0.381
C2 -0.24 -2.20 0.49  -0.758
C3 12.44 -3.34 -4.46  -0.676
C4 -7.52 -0.10 2.09  -0.470
C5 -5.64 -2.11 3.94  -0.625
C6 -4.37 3.31 2.39  -0.470
C7 -1.80 5.80 2.54  -0.834
C8 -1.69 -1.80 0.77  -0.097
C9 -6.42 4.52 2.70  0.383
C10 -2.13 4.19 2.46  0.287
C11 9.62 -3.80 -2.38  -0.863
C12 1.40 -0.81 1.48  -1.007
C13 -6.90 4.79 1.16  -1.021
C14 -1.94 0.21 2.01  -0.655
C15 3.15 -1.93 -1.73  0.457
C16 -6.95 5.63 3.83  -0.922
C17 6.41 -1.84 -2.38  -0.768
C18 12.55 -2.24 -2.36  -0.505
C19 -1.43 0.83 -5.54  -0.674
C20 11.30 -2.39 -1.49  -0.557
C21 -3.52 4.29 4.56  -0.599
C22 -0.33 0.41 -2.21  -0.094
C23 4.23 -0.93 -2.18  -0.713
C24 -8.68 -2.17 2.14  -0.739
C25 3.95 -4.09 -1.20  -0.705
C26 -3.15 0.79 -3.91  -0.740
C27 -6.24 -0.06 2.93  0.236
H1 -4.09 1.34 -3.87  0.404
H2 11.39 -3.26 -0.82  0.359
H3 -8.64 -3.18 1.73  0.232
H4 -4.22 4.18 1.59  0.032
H5 -3.47 0.01 -1.93  0.353
H6 -4.06 5.29 4.28  -0.011
H7 -1.28 6.08 1.51  0.285
H8 3.92 0.07 -1.89  0.416
H9 4.34 -0.95 -3.27  0.368
H10 -4.18 3.67 5.33  0.220
H11 -1.15 0.66 1.41  0.291
H12 -9.67 -1.75 1.96  0.311
H13 -5.90 -2.62 3.01  0.297
H14 0.80 -0.79 2.40  0.317
H15 -7.44 0.63 1.28  0.283
H16 0.52 -0.27 -2.36  -0.247
H17 11.41 -2.98 -4.57  0.277
H18 11.20 -1.49 -0.87  0.376
H19 3.17 -4.33 -0.48  0.286
H20 13.42 -2.07 -1.72  0.368
H21 -0.97 -0.03 -5.05  0.265
H22 -2.48 1.48 -1.95  0.360
H23 -1.16 6.07 3.48  0.251
H24 3.05 -1.92 -0.64  0.082
H25 -0.22 1.26 -2.89  0.452
H26 1.89 0.16 1.37  0.256
H27 8.83 -3.82 -3.13  0.246
H28 -6.09 0.97 3.28  0.073
H29 -2.06 0.49 -6.37  0.332
H30 -8.49 -2.22 3.22  0.330
H31 -7.67 4.99 4.55  0.215
H32 -3.34 -0.16 -4.43  0.356
H33 -7.63 6.47 3.36  0.298
H34 13.13 -2.66 -4.98  0.323
H35 6.75 -1.14 -3.15  0.358
H36 12.51 -4.33 -4.92  0.242
H37 -2.07 -1.12 0.00  -0.200
H38 -2.84 6.38 2.52  0.217
H39 -0.20 -2.74 -0.46  0.370
H40 -2.31 -2.70 0.77  0.461
H41 2.19 -1.63 -2.17  -0.173
H42 -6.18 5.62 0.70  0.228
H43 -1.87 0.60 3.03  0.340
H44 -8.04 5.16 1.13  0.347
H45 -4.56 -1.91 3.97  0.229
H46 2.18 -1.58 1.56  0.324
H47 -6.75 3.83 0.48  0.236
H48 -8.40 0.17 2.70  0.320
H49 12.46 -1.38 -3.04  0.327
H50 10.40 -4.50 -2.69  0.437
H51 -2.49 4.60 5.07  0.295
H52 0.15 -2.86 1.27  0.467
H53 -0.64 1.47 -5.93  0.241
H54 -0.31 0.76 -1.17  0.180
H55 4.80 -3.63 -0.68  0.308
H56 9.20 -4.11 -1.42  0.337
H57 -6.09 6.05 4.50  0.211
H58 -5.89 -2.76 4.78  0.265
H59 5.97 -2.73 -2.85  0.323
H60 4.30 -5.02 -1.66  0.262
H61 -2.92 0.47 1.60  0.200
H62 -5.37 -0.34 2.32  0.088
H63 7.27 -2.15 -1.78  0.227

Summary:
Net charge ... -1
LUMO energy ... 1.9 eV
Total energy ... -54510.155 eV

=====

Q: Which of these has the lowest total energy?
A: C27H63N2O11

=====

Q: What is the formula in the second record?
A: C27H63N2O11

=====

Q: Which value of total energy does entry 2 give?
A: -54510.155 eV